Entry 1:
Molecular formula: C7H5BBr3Na
Method: DFT, ωB97M-V/def2-TZVPD

Positions of all 17 atoms, in Å:
C1 0.427 -2.636 0.456
C2 0.000 -1.616 -0.026
B1 -0.597 -0.222 -0.511
Br1 -0.673 -0.142 -2.536
C3 -2.123 -0.153 -0.036
C4 -3.279 -0.086 0.311
C5 0.245 1.008 0.158
Br2 -0.737 2.284 1.283
C6 1.558 1.189 0.030
C7 2.410 0.254 -0.778
Br3 2.505 2.634 0.888
H1 0.813 -3.487 0.959
H2 -4.332 0.010 0.419
H3 3.347 0.758 -1.021
H4 2.670 -0.641 -0.215
H5 1.935 -0.026 -1.713
Na1 -4.169 0.872 2.332

Output
Net charge ... 0
HOMO level ... -0.302 Ha
F_max ... 1.01 eV Å⁻¹
Frontier orbital gap ... 6.094 eV
Calculated total energy ... -222557.5642 eV

---

Entry 2:
Molecular formula: C7H7BO4
Method: DFT, ωB97M-V/def2-TZVPD

Positions of all 19 atoms, in Å:
O1 -0.459 3.613 0.081
C1 0.060 2.638 -0.472
O2 0.809 2.557 -1.559
C2 -0.365 1.353 0.060
C3 -1.543 1.232 0.733
C4 -2.014 -0.028 1.063
C5 -1.229 -1.130 0.788
C6 -0.029 -0.951 0.155
B1 0.989 -2.078 -0.026
O3 0.697 -3.364 -0.445
O4 2.337 -1.735 0.134
C7 0.408 0.263 -0.240
H1 1.069 3.484 -1.830
H2 -2.069 2.117 0.854
H3 -3.062 -0.182 1.263
H4 -1.461 -2.144 0.912
H5 1.487 -3.873 -0.691
H6 3.082 -2.343 0.033
H7 1.293 0.571 -0.815

Output
Net charge ... 0
HOMO level ... -0.351 Ha
F_max ... 4.15 eV Å⁻¹
Structure (SMILES) ... O=C(O)c1cccc(B(O)O)c1
Frontier orbital gap ... 9.804 eV
Calculated total energy ... -16241.3899 eV

---

Entry 3:
Molecular formula: C6H12S
Method: DFT, ωB97M-V/def2-TZVPD

Positions of all 19 atoms, in Å:
C1 -1.813 0.444 0.087
C2 0.423 1.999 0.338
C3 1.854 -0.002 -1.038
C4 1.960 -0.569 0.384
C5 0.467 -0.779 0.760
C6 -2.626 -0.766 -0.291
S1 -0.147 0.599 -0.275
H1 1.331 2.353 -0.074
H2 0.085 2.396 1.180
H3 1.653 -0.656 -1.891
H4 2.395 0.796 -1.333
H5 2.397 -1.546 0.174
H6 2.571 0.058 0.968
H7 0.153 -1.701 0.399
H8 0.058 -0.843 1.695
H9 -2.567 -1.024 -1.345
H10 -3.637 -0.524 -0.033
H11 -2.169 -1.639 0.339
H12 -2.388 1.403 -0.044

Output
Net charge ... 0
2S+1 ... 3
HOMO level (alpha / beta) ... -0.224 / -0.263 Ha
F_max ... 4.11 eV Å⁻¹
<S²> ... 2.014
Frontier orbital gap (alpha / beta) ... 6.938 / 6.223 eV
Calculated total energy ... -17243.8852 eV

---

Entry 4:
Molecular formula: Br3O3P
Method: DFT, ωB97M-V/def2-TZVPD

Positions of all 7 atoms, in Å:
O1 -1.654 0.698 0.287
O2 -0.383 0.364 -1.850
O3 1.008 0.763 0.226
P1 -0.407 0.304 -0.270
Br1 1.279 0.314 -2.871
Br2 1.680 0.305 1.881
Br3 0.183 -2.479 -0.024

Output
Net charge ... 0
HOMO level ... -0.362 Ha
F_max ... 4.42 eV Å⁻¹
Frontier orbital gap ... 7.045 eV
Calculated total energy ... -225556.8163 eV

---

Energy relative to the best compared isomer or geometry (same formula, charge and spin) for every record listed, in sequence, given in eV: 0.000 0.000 3.751 1.393.